Entry 1:
A 2-piece molecular cluster, C8H9NOS overall in a non-equilibrium geometry, computed with wB97M-V/def2-TZVPD.

Kohn-Sham gap (alpha / beta) (eV): 4.753 / 5.368
Multiplicity: 1

XYZ file:
```
20
Properties=species:S:1:pos:R:3:forces:R:3
C 0.08187 3.53002 2.44911 0.1 0.2 0.8
C -0.12519 -0.71800 -0.41598 2.1 -1.6 3.3
C 0.66310 0.10202 0.50690 -1.6 0.1 -0.2
C -0.42750 0.00100 -1.51378 -0.1 -0.2 0.1
C 0.79118 1.25721 -0.21569 -1.3 1.4 -0.7
C -0.32890 -2.17090 -0.11726 -5.2 0.7 -2.5
C 1.11947 -0.08482 1.91178 -0.2 0.8 1.3
C -0.86617 -0.47884 -2.82300 0.6 -1.3 -0.7
N 0.50262 3.28696 3.50380 0.0 -0.3 0.0
O -0.03833 1.26475 -1.30222 0.8 1.5 -0.8
S -0.56186 4.02612 1.02201 0.5 -1.3 -1.1
H -1.18076 -2.32050 0.61720 1.0 0.4 -0.5
H -0.80175 -2.64560 -1.08090 1.4 0.4 1.7
H 0.49235 -2.63638 0.26197 2.4 -1.4 0.7
H 0.50443 0.52037 2.69536 1.2 -0.2 -1.6
H 0.89095 -1.06210 2.27514 0.2 -1.1 -0.1
H 2.22522 0.09481 2.03406 -1.3 0.0 -0.1
H -1.83631 -0.88396 -2.93010 -1.4 -0.4 0.8
H -0.84242 0.20017 -3.60189 0.2 2.2 -1.1
H -0.26199 -1.28232 -3.27650 0.4 0.0 0.9
```
Forces are in eV/Å.

***

Entry 2:
One molecule with the formula C8H9NOS in a non-equilibrium geometry, computed with wB97M-V/def2-TZVPD.

Kohn-Sham gap (eV): 9.800
Multiplicity: 1

XYZ file:
```
20
Properties=species:S:1:pos:R:3:forces:R:3
C -0.29659 -1.82420 1.99129 0.0 0.0 0.1
C 0.93149 -1.18239 1.95354 0.0 0.0 0.0
C -1.21994 -1.63578 0.97777 0.0 0.0 0.0
C 1.24112 -0.37843 0.87369 0.1 0.1 -0.1
C -0.93559 -0.81154 -0.10538 0.1 0.0 0.0
C 0.31354 -0.20180 -0.13731 -0.1 0.1 -0.3
C 1.06554 3.16696 -1.03712 1.0 0.2 0.1
C -1.93518 -0.57488 -1.19173 -0.2 0.0 0.1
N 0.16326 2.35160 -1.28947 -0.9 -2.3 -0.3
O 2.30461 0.76256 -1.50416 1.2 -0.2 -0.1
S 0.86280 0.60936 -1.65456 -0.9 1.9 0.7
H -0.52691 -2.48782 2.81117 -0.1 0.0 0.1
H 1.64933 -1.32760 2.74602 0.1 0.0 0.1
H -2.16962 -2.14881 1.01543 -0.1 0.0 0.0
H 2.20519 0.09843 0.77914 0.1 0.0 0.0
H 0.80445 4.19530 -0.82555 -0.2 0.2 0.0
H 2.12763 2.90138 -1.01957 0.1 -0.1 0.0
H -1.44624 -0.39078 -2.14447 -0.1 0.0 -0.1
H -2.60644 -1.42526 -1.28941 0.0 0.0 -0.1
H -2.53247 0.30372 -0.94934 -0.1 0.1 -0.1
```
Forces are in eV/Å.

***

Entry 3:
A 2-piece molecular cluster, C8H9O overall in a non-equilibrium geometry, computed with wB97M-V/def2-TZVPD.

Kohn-Sham gap (eV): 6.716
Multiplicity: 1
Net charge: +1

XYZ file:
```
18
Properties=species:S:1:pos:R:3:forces:R:3
C 1.88871 -0.06174 -1.00733 -0.6 0.2 -4.6
C 2.69739 -0.81898 -0.22114 1.5 -2.4 -2.7
C 0.89234 0.71154 -0.50277 -0.4 3.0 -0.6
C 2.34097 -0.94859 1.07793 1.2 -0.6 3.3
C 0.67965 0.88754 0.88775 -0.2 -1.5 1.7
C 1.37768 -0.12093 1.42043 -0.8 1.9 -1.9
C -2.48281 -0.45316 -0.55486 2.7 -3.5 -0.6
C -3.03422 0.53861 0.31718 -1.7 1.6 0.1
O -1.68724 0.62379 -0.09665 0.6 0.9 0.5
H 1.92720 -0.12660 -2.18722 0.4 0.3 2.7
H 3.50385 -1.48163 -0.70296 -1.2 1.2 1.2
H 0.33831 1.53647 -1.08955 0.7 -1.9 0.7
H 2.94604 -1.44374 1.80702 0.2 -0.6 0.3
H -0.08680 1.50088 1.30055 -0.2 0.5 0.1
H -2.11735 -1.36282 0.05604 -1.0 0.8 -1.5
H -2.39228 -0.57032 -1.69183 -1.2 0.3 1.8
H -3.61301 1.33183 -0.22328 0.0 -0.7 1.3
H -3.17840 0.25787 1.41070 -0.2 0.7 -1.6
```
Forces are in eV/Å.

***

Electronic energy for the records above, in order: -838.189234, -838.370623, -384.984819 Ha
Energy relative to the best compared isomer or geometry (same formula, charge and spin) for the records above, in order: 160.38, 46.56, 89.34 kcal/mol